C12H12NO | ωB97M-V/def2-TZVPD

Calculated values
energy relative to the best compared isomer or geometry (same formula, charge and spin): 293.2 kJ/mol
HOMO level: -12.5 eV
E_tot: -594.137612 a.u.
SMILES: C1=[N+]2c3c(cccc3O[C@H]3C[C@H]32)CC1

```
! wB97M-V def2-TZVPD RIJCOSX def2/J DEFGRID3
* xyz 1 1
C -0.25 1.78 0.57
N 0.52 0.73 0.46
C 0.14 -0.59 0.19
C -1.20 -0.80 -0.04
C -1.66 -2.11 -0.06
C -0.82 -3.16 0.24
C 0.53 -2.94 0.33
C 1.01 -1.64 0.16
O 2.36 -1.47 0.15
C 2.84 -0.19 0.14
C 2.56 0.90 -0.95
C 1.98 0.89 0.47
C -2.03 0.36 -0.47
C -1.73 1.62 0.42
H 0.07 2.80 0.66
H -2.71 -2.20 -0.25
H -1.03 -4.16 0.35
H 1.30 -3.79 0.25
H 3.77 -0.30 0.51
H 1.75 0.63 -1.60
H 3.33 1.62 -1.16
H 2.27 1.70 1.19
H -1.61 0.56 -1.45
H -3.13 0.10 -0.52
H -2.36 1.58 1.33
H -2.07 2.49 -0.12
*
```